No. 1
25
Properties=species:S:1:pos:R:3:lowdin_charge:R:1 method="wB97M-V/def2-TZVPD" molar_mass_da=192.3 charge=0 orbital_gap_ev=7.6 energy_ha=-957.19428
C -1.996 -0.710 -0.921 -0.003
C -0.543 -1.100 -0.866 -0.452
C -0.062 -2.414 -1.457 -0.238
C -0.094 -2.229 0.021 -0.203
C 0.623 2.123 0.521 -0.806
C 0.210 3.115 1.544 -0.183
C 0.086 2.845 2.843 0.029
H -2.635 -1.587 -0.786 0.088
H -2.228 -0.244 -1.882 0.090
H -2.237 0.002 -0.122 0.087
H 0.318 0.508 -0.254 -0.076
H -0.846 -3.060 -1.848 0.155
H 1.825 -1.824 -1.799 0.069
H 1.058 -2.345 -3.124 0.080
H 0.849 -2.123 0.557 0.154
H 1.752 0.449 0.291 0.100
H 1.901 1.207 1.845 0.117
H -0.056 4.091 1.147 0.093
H -0.256 3.597 3.539 0.060
H 0.280 1.856 3.254 0.063
N 1.198 -2.550 -2.137 0.061
N 1.437 1.142 0.953 0.089
O 0.382 -0.058 -1.030 -0.229
F -1.040 -2.908 0.746 0.013
S 0.074 2.218 -1.034 0.842

---

No. 2
22
Properties=species:S:1:pos:R:3:lowdin_charge:R:1 method="wB97M-V/def2-TZVPD" molar_mass_da=238.1 relative_energy_kj_mol=606.7 charge=+1 orbital_gap_ev="7.4 / 7.4" energy_ha=-626.49008
C -1.795 -1.397 -1.393 -0.147
C -0.662 -1.078 -1.819 0.065
C 0.147 0.222 0.971 -0.329
C -3.073 -2.213 -1.557 -0.010
C 0.557 -0.359 -2.017 -0.061
C 0.417 2.057 2.593 -0.127
C 2.173 1.131 1.377 -0.032
N 0.792 1.058 1.715 -0.381
I -2.015 0.288 1.448 0.943
H -2.115 -0.841 -0.414 -0.061
H -3.010 -2.523 -2.567 0.082
H -3.952 -1.757 -1.195 0.082
H -2.992 -3.179 -1.140 0.086
H 1.186 -0.758 -3.005 0.192
H 1.192 -0.644 -1.210 0.043
H 0.347 0.687 -2.024 0.093
H 1.147 2.404 3.294 0.105
H -0.266 1.785 3.329 0.051
H 0.058 2.906 1.996 0.130
H 2.364 2.072 1.084 0.070
H 2.332 0.361 0.671 0.074
H 2.749 0.953 2.307 0.131

---

No. 3
21
Properties=species:S:1:pos:R:3:lowdin_charge:R:1 method="wB97M-V/def2-TZVPD" molar_mass_da=111.2 relative_energy_kj_mol=587.0 smiles="C=CC(C)(C=C)CN" charge=0 orbital_gap_ev=10.1 energy_ha=-329.04790
C -1.057 -0.266 0.991 -0.120
C -0.048 -0.061 -0.132 -0.591
C 1.239 -0.773 0.113 -0.349
C 0.331 1.427 0.128 -0.133
C -0.469 2.231 0.901 -0.024
C -0.709 -0.314 -1.470 -0.164
C -0.504 -0.993 -2.581 -0.024
H -0.834 0.012 1.942 0.023
H -0.934 -1.380 1.091 0.087
H -2.173 0.067 0.556 0.165
H 2.081 -0.174 -0.498 0.154
H 1.099 -1.824 -0.496 0.150
H 2.441 -0.998 1.882 0.182
H 0.656 -1.557 1.887 0.112
H 1.060 1.741 -0.785 0.150
H -0.207 3.397 1.325 0.118
H -1.136 1.926 1.730 0.041
H -1.505 0.520 -1.617 0.134
H 0.370 -1.642 -2.960 0.079
H -1.012 -0.577 -3.515 0.072
N 1.312 -0.761 1.509 -0.063

---

No. 4
21
Properties=species:S:1:pos:R:3:lowdin_charge:R:1 method="wB97M-V/def2-TZVPD" molar_mass_da=111.2 relative_energy_kj_mol=942.6 smiles=CN1CC[C@]2(C)C[C@@H]12 charge=0 orbital_gap_ev=9.2 energy_ha=-328.91245
C -2.426 -0.536 0.193 -0.095
C -0.528 1.371 -0.038 -0.133
C 0.833 1.135 -0.998 -0.057
C 1.166 -0.238 -0.171 -0.548
C 1.578 0.341 1.193 -0.060
C 1.323 -1.682 -0.299 0.064
C 0.034 -0.919 -0.301 -0.304
H -2.650 -0.688 -0.826 0.047
H -3.312 -0.038 0.545 0.064
H -2.620 -1.526 0.631 0.083
H -0.296 2.184 0.729 0.098
H -1.320 1.788 -0.624 0.072
H 1.710 1.954 -1.428 0.156
H 0.200 0.636 -1.988 0.135
H 1.228 -0.605 1.710 0.081
H 2.631 0.679 1.725 0.137
H 0.751 1.065 1.639 0.083
H 1.613 -1.894 -1.386 0.156
H 1.760 -2.152 0.341 0.002
H -0.681 -0.775 -1.140 0.126
N -0.996 -0.101 0.492 -0.107

---

No. 5
21
Properties=species:S:1:pos:R:3:lowdin_charge:R:1 method="wB97M-V/def2-TZVPD" molar_mass_da=111.2 relative_energy_kj_mol=512.6 smiles="CCC1=CN1.C=CC" charge=0 orbital_gap_ev=8.5 energy_ha=-329.07622
C 0.685 0.427 -1.772 0.034
C 1.058 0.010 -0.585 -0.357
C 3.021 -0.290 0.987 -0.110
C -1.992 0.786 1.107 -0.011
C -2.842 -0.479 -0.844 -0.102
C 1.628 -0.889 0.502 -0.179
C -1.909 -0.241 0.279 -0.273
N 1.060 1.421 -0.640 0.029
H 0.395 0.347 -2.834 0.099
H 3.711 -0.095 0.103 0.089
H 3.461 -0.941 1.780 0.065
H 2.926 0.765 1.446 0.085
H 0.365 2.022 -0.311 0.029
H -1.171 1.022 1.796 0.063
H -2.959 1.254 1.048 0.052
H -2.351 0.021 -1.671 0.071
H -3.798 -0.026 -0.625 0.074
H -2.947 -1.483 -1.151 0.058
H 0.805 -0.953 1.267 0.111
H 1.884 -1.806 -0.075 0.113
H -1.030 -0.871 0.193 0.061

---

No. 6
21
Properties=species:S:1:pos:R:3:lowdin_charge:R:1 method="wB97M-V/def2-TZVPD" molar_mass_da=111.2 relative_energy_kj_mol=545.1 smiles=CC1C[C@@H]2[C@@H](C1)N2C charge=0 orbital_gap_ev=8.9 energy_ha=-329.06385
C -2.954 0.142 -0.329 -0.070
C -1.582 0.077 0.357 -0.313
C -0.753 -1.258 0.000 -0.120
C 0.671 -0.751 0.494 -0.222
C 0.586 0.370 -0.479 -0.257
C -0.574 1.360 0.238 -0.020
C 3.121 0.257 -0.036 -0.037
H -3.506 -0.713 -0.056 0.052
H -3.513 1.018 -0.050 0.070
H -2.773 -0.046 -1.395 0.084
H -1.628 0.040 1.499 0.138
H -1.123 -1.933 0.665 0.051
H -0.858 -1.723 -1.004 0.125
H 0.583 -0.503 1.549 0.136
H 0.155 0.131 -1.460 0.127
H -0.310 1.753 1.153 0.057
H -0.806 2.146 -0.375 0.052
H 3.135 1.302 -0.347 0.079
H 3.726 -0.333 -0.716 0.069
H 3.379 0.220 1.018 0.072
N 1.778 -0.363 -0.278 -0.073